Entry from the OMol25 dataset: a molecular structure, C45H57F6N8O7PRb (ωB97M-V with the def2-TZVPD basis set).

```
125
Properties=species:S:1:pos:R:3
Rb -0.590 0.005 -0.608
O 0.441 -1.390 1.378
C 1.491 -2.063 1.905
C 2.791 -1.194 1.719
C 2.814 -0.010 2.630
C 3.416 -0.119 3.885
C 3.357 0.941 4.761
C 2.699 2.092 4.363
C 2.146 2.134 3.088
C 1.516 3.418 2.607
C 0.179 3.346 1.850
O 0.237 2.504 0.655
C -0.955 2.668 2.618
C -0.897 2.430 3.984
C -1.961 1.826 4.641
C -3.091 1.443 3.938
C -3.158 1.688 2.572
C -2.105 2.302 1.917
C -0.274 4.756 1.469
C -0.635 5.090 0.172
C -1.080 6.368 -0.130
C -1.175 7.330 0.861
C -0.838 6.998 2.165
C -0.398 5.720 2.466
N 2.210 1.114 2.237
C 1.288 -2.319 3.421
C 1.894 -3.346 4.135
C 1.724 -3.460 5.509
C 0.943 -2.544 6.196
C 0.330 -1.516 5.493
C 0.503 -1.408 4.124
C 1.709 -3.430 1.203
C 2.913 -4.130 1.175
C 3.018 -5.362 0.539
C 1.916 -5.921 -0.085
C 0.708 -5.236 -0.064
C 0.610 -4.010 0.572
H 2.787 -0.865 0.678
H 3.686 -1.785 1.917
H 3.891 -1.049 4.167
H 3.806 0.874 5.744
H 2.626 2.950 5.020
H 2.229 3.934 1.970
H 1.354 4.064 3.471
H -0.022 2.696 4.556
H -1.894 1.643 5.706
H -3.912 0.958 4.450
H -4.034 1.393 2.009
H -2.177 2.479 0.850
H -0.600 4.352 -0.618
H -1.365 6.600 -1.148
H -1.523 8.327 0.625
H -0.927 7.733 2.956
H -0.173 5.475 3.497
H 2.499 -4.081 3.620
H 2.201 -4.274 6.041
H 0.808 -2.636 7.266
H -0.282 -0.791 6.015
H 0.048 -0.596 3.571
H 3.799 -3.727 1.649
H 3.970 -5.877 0.525
H 2.001 -6.874 -0.592
H -0.158 -5.655 -0.560
H -0.311 -3.445 0.560
O -2.073 -1.615 1.875
H -2.262 -0.889 2.479
H -1.058 -1.587 1.766
O -0.704 0.199 -3.356
H -1.429 0.674 -2.883
H -0.818 -0.735 -3.135
O 1.928 3.498 -0.263
N 1.161 2.609 -0.339
C 3.957 -1.643 -5.753
C 2.854 -0.610 -5.961
C 1.499 -1.164 -5.534
C 3.177 0.711 -5.258
N 3.351 0.577 -3.825
C 2.442 0.565 -2.844
N 3.067 0.372 -1.705
N 4.377 0.273 -2.015
N 4.560 0.389 -3.277
H 3.762 -2.525 -6.363
H 3.989 -1.970 -4.714
H 4.938 -1.246 -6.019
H 2.810 -0.355 -7.028
H 1.512 -1.470 -4.485
H 1.253 -2.043 -6.131
H 0.702 -0.430 -5.657
H 2.374 1.432 -5.423
H 4.111 1.127 -5.639
H 1.381 0.688 -3.010
C -3.800 -3.007 -3.176
P -2.971 -2.729 -1.596
C -3.187 -4.260 -0.666
C -3.952 -1.508 -0.724
O -1.533 -2.371 -1.792
H -4.839 -3.304 -3.035
H -3.264 -3.783 -3.723
H -3.762 -2.083 -3.750
H -4.243 -4.510 -0.572
H -2.756 -4.121 0.325
H -2.664 -5.070 -1.175
H -5.012 -1.687 -0.907
H -3.674 -0.517 -1.088
H -3.716 -1.565 0.340
N 2.663 -2.908 -2.287
N 1.349 -2.342 -2.206
H 2.822 -3.543 -1.507
H 3.316 -2.142 -2.163
H 1.094 -2.182 -1.234
H 0.688 -3.027 -2.549
C -4.990 1.921 -1.603
C -3.622 2.099 -2.300
O -2.626 1.400 -1.735
C -3.282 3.613 -2.237
F -3.355 4.040 -0.959
F -4.119 4.411 -2.945
F -2.042 3.891 -2.663
C -3.818 1.698 -3.788
F -4.917 2.238 -4.367
F -3.976 0.359 -3.882
F -2.779 2.022 -4.569
H -4.832 2.041 -0.533
H -5.360 0.915 -1.793
H -5.730 2.644 -1.948
```

As for the relative energy (zero: lowest compared OMol25 entry of this formula, charge and spin): 0.0 kJ/mol. As for the total charge: -1. For the HOMO energy, the calculation gives -0.2018 hartree. As for the LUMO energy: 2.0 eV. The multiplicity is 1.

---

Entry from the OMol25 dataset: a molecular structure, Cl3O12Pb (ωB97M-V with the def2-TZVPD basis set).

```
16
Properties=species:S:1:pos:R:3
Pb 0.853 -1.143 0.423
Cl 1.270 0.717 2.913
O 0.582 -0.153 2.061
O 1.026 2.084 2.720
O 1.334 0.343 4.281
O 2.753 0.428 2.641
Cl -1.193 -1.894 -2.083
O -0.563 -1.327 -3.286
O -0.866 -3.239 -2.022
O -0.365 -1.384 -1.037
O -2.516 -1.650 -2.092
Cl -0.525 1.425 -0.899
O 0.002 2.724 -0.440
O -1.886 1.321 -0.793
O 0.073 1.357 -2.227
O 0.023 0.391 -0.158
```

As for the relative energy (zero: lowest compared OMol25 entry of this formula, charge and spin): 589.4 kJ/mol. As for the total charge: -1. For the HOMO energy, the calculation gives -0.2595 hartree. As for the LUMO energy: 1.9 eV. The multiplicity is 1.

---

Entry from the OMol25 dataset: a molecular structure, C24H39N2O2OsP3S (ωB97M-V with the def2-TZVPD basis set).

```
72
Properties=species:S:1:pos:R:3
P 3.392 -0.692 -0.393
C 4.091 -0.666 1.300
H 5.184 -0.551 1.263
H 3.819 -1.588 1.829
H 3.649 0.179 1.845
C 4.303 -2.089 -1.129
H 3.904 -2.293 -2.132
H 4.190 -2.993 -0.521
H 5.358 -1.807 -1.217
C 4.403 0.668 -1.105
H 5.425 0.298 -1.263
H 4.405 1.515 -0.407
H 3.981 0.998 -2.064
P -1.092 3.356 -1.302
C -1.187 3.840 0.453
H -1.441 4.906 0.513
H -0.219 3.668 0.945
H -1.942 3.246 0.989
C -0.006 4.545 -2.151
H -0.209 4.572 -3.227
H 1.048 4.294 -1.991
H -0.210 5.537 -1.724
C -2.733 3.621 -2.034
H -2.781 4.650 -2.407
H -3.492 3.476 -1.256
H -2.921 2.927 -2.864
P -2.398 -2.208 -0.239
C -3.077 -2.564 1.419
H -3.921 -3.257 1.298
H -3.429 -1.626 1.869
H -2.307 -2.999 2.068
C -3.991 -2.032 -1.138
H -4.690 -2.777 -0.733
H -3.862 -2.190 -2.217
H -4.390 -1.024 -0.971
C -1.948 -3.886 -0.796
H -2.873 -4.471 -0.868
H -1.249 -4.341 -0.087
H -1.472 -3.830 -1.781
Os -0.395 1.067 -1.518
C 0.918 1.530 -0.165
O 1.678 1.826 0.649
C -1.626 0.793 -0.027
O -2.363 0.690 0.849
C -1.460 0.310 -3.615
C -1.000 -0.905 -3.129
C 0.345 -1.081 -2.847
C 1.264 -0.085 -3.159
C 0.813 1.150 -3.630
C -0.556 1.350 -3.854
H -2.535 0.442 -3.827
H -1.692 -1.759 -2.998
H 0.693 -2.053 -2.447
H 2.341 -0.290 -3.065
H 1.533 1.944 -3.864
H -0.903 2.298 -4.308
N 0.862 -2.827 1.059
C 0.617 -2.143 2.205
N 0.347 -0.850 2.265
C 0.170 -0.418 3.567
C -0.103 0.890 4.005
C -0.313 1.151 5.365
C -0.230 0.112 6.311
C 0.058 -1.190 5.888
C 0.259 -1.452 4.540
S 0.585 -2.991 3.748
H 1.266 -3.745 1.115
H 1.048 -2.294 0.195
H -0.146 1.671 3.245
H -0.539 2.160 5.715
H -0.383 0.315 7.374
H 0.131 -2.025 6.583
```

As for the total charge: +4. For the HOMO energy (spin up / spin down), the calculation gives -0.6067 / -0.7314 hartree. As for the LUMO energy (spin up / spin down): -10.4 / -14.7 eV. The multiplicity is 5.

---

Entry from the OMol25 dataset: a molecular structure, C15H15CeN2O6 (ωB97M-V with the def2-TZVPD basis set).

```
39
Properties=species:S:1:pos:R:3
O 0.547 3.092 -6.014
C 0.689 3.767 -6.934
Ce 0.354 0.219 -2.897
O 0.184 3.712 -2.784
C 0.056 2.574 -2.565
C -0.381 -3.036 -5.960
O -0.256 -2.786 -7.074
C 2.360 1.443 -3.761
O 3.267 2.123 -4.089
C -1.775 0.950 -3.876
O -2.692 1.483 -4.369
H 1.291 1.380 -4.295
C -3.223 -0.280 3.545
C -1.896 0.411 3.703
N -0.966 0.120 2.596
C 0.037 1.174 2.308
C 1.376 0.993 2.971
C -0.584 -1.209 2.466
O -0.937 -2.085 3.253
C 0.246 -1.562 1.262
C 1.229 -2.552 1.377
C 2.027 -2.808 0.270
C 1.767 -2.177 -0.945
N 0.765 -1.251 -1.059
C 0.005 -0.956 0.031
H -3.637 -0.082 2.555
H -3.914 0.090 4.301
H -3.096 -1.355 3.668
H -2.019 1.494 3.716
H -1.430 0.109 4.649
H 0.155 1.231 1.221
H -0.429 2.108 2.625
H 1.962 0.214 2.487
H 1.934 1.924 2.907
H 1.264 0.748 4.027
H 1.360 -3.062 2.332
H 2.840 -3.541 0.337
H 2.345 -2.365 -1.851
H -0.823 -0.249 -0.133
```

As for the relative energy (zero: lowest compared OMol25 entry of this formula, charge and spin): 0.0 kJ/mol. As for the total charge: +2. For the HOMO energy (spin up / spin down), the calculation gives -0.5409 / -0.5409 hartree. As for the LUMO energy (spin up / spin down): -9.7 / -9.7 eV. The multiplicity is 2.

---

Entry from the OMol25 dataset: a molecular structure, C7H18AlB2Cl2FNO2Sn (ωB97M-V with the def2-TZVPD basis set).

```
35
Properties=species:S:1:pos:R:3
C -3.182 -0.082 0.599
C -2.731 1.468 0.229
C -1.375 1.570 -0.690
F -0.858 2.984 -0.811
Al 0.184 0.386 -0.077
B 0.469 0.693 1.946
C 1.139 2.172 2.366
O 0.121 -0.316 3.008
B 1.920 0.986 -1.040
N 3.234 0.520 -0.401
O 1.887 1.823 -2.265
C -0.249 -1.550 -0.599
Cl -1.476 -1.539 -2.022
C 1.032 -2.441 -1.101
C 0.531 -4.036 -1.031
Cl 1.429 -2.149 -2.923
H -4.099 -0.092 1.355
H -3.592 -0.562 -0.398
H -2.323 -0.720 1.074
H -2.708 2.172 1.185
H -3.617 1.896 -0.446
H -1.706 1.283 -1.800
H 2.236 2.067 2.786
H 0.449 2.791 3.091
H 1.242 2.836 1.381
H -0.852 -0.141 3.257
H 3.055 -0.377 0.112
H 3.498 1.228 0.318
H 2.625 1.472 -2.876
H -0.704 -2.110 0.345
H 2.008 -2.312 -0.451
H 0.424 -4.495 -2.125
H -0.572 -4.082 -0.578
H 1.211 -4.693 -0.340
Sn 1.350 3.350 -1.076
```

As for the total charge: +1. For the HOMO energy, the calculation gives -0.4188 hartree. As for the LUMO energy: -6.3 eV. The multiplicity is 1.

---

Entry from the OMol25 dataset: a molecular structure, C8H12N6 (ωB97M-V with the def2-TZVPD basis set).

```
26
Properties=species:S:1:pos:R:3
C 1.176 2.875 -0.608
C 0.861 2.832 0.766
C -3.503 0.158 -0.418
C -2.134 0.477 1.179
C 1.879 -2.412 0.697
C 0.518 -0.989 -1.717
C 0.663 -1.459 0.837
C 0.392 -0.404 -0.288
N 1.090 1.614 -1.092
N 0.658 1.570 1.064
N -3.441 0.635 0.887
N -2.359 -0.123 -0.901
N -1.491 0.024 0.089
N 0.844 0.884 -0.058
H 1.279 3.769 -1.193
H 0.891 3.683 1.469
H -4.291 0.239 -1.109
H -1.698 0.991 1.940
H 2.573 -2.124 -0.091
H 2.399 -2.462 1.634
H 1.575 -3.441 0.382
H 0.148 -0.301 -2.651
H 1.599 -0.932 -1.733
H -0.018 -1.899 -1.729
H -0.266 -2.147 0.768
H 0.655 -1.057 1.879
```

As for the relative energy (zero: lowest compared OMol25 entry of this formula, charge and spin): 281.3 kJ/mol. For the HOMO energy, the calculation gives -0.3413 hartree. As for the LUMO energy: 0.0 eV. The multiplicity is 1.